# 1
DFT (the ωB97M-V functional and the def2-TZVPD basis) results for a structure of composition C17H33I2N2O5PS2.

The geometry in XYZ format:
```
62
Properties=species:S:1:pos:R:3
C 1.51671 -0.60496 -2.17121
C 1.86344 0.47716 0.69163
H 0.38020 4.49353 -2.05457
H 1.81019 0.62059 2.84667
C -1.84854 0.71315 0.42975
H 1.90936 2.67846 -1.71824
H -0.58309 0.29460 2.19924
P 1.51736 -1.60377 -3.86283
H -1.66989 -1.97966 -0.76297
H -3.02252 1.29594 4.87986
H -1.59865 -2.50739 3.11437
H 1.08548 4.90374 -0.35704
O -1.42449 -0.94246 -5.24191
N 1.72737 -1.70663 4.05373
C 1.55854 2.03474 0.43306
H -2.34553 2.69229 3.76749
C -2.12973 -1.45491 -4.02280
H -1.02674 -1.10902 4.38536
H 2.15320 -2.23591 1.50992
H -2.08699 -0.81374 -5.98316
S 3.37501 -0.00930 -0.37858
H 3.08293 -0.28609 2.29958
I 1.72731 -3.29165 -1.19377
C -1.57444 -0.68273 -2.63932
H -0.67072 -2.93668 4.73409
S 3.34947 -2.19116 -4.35731
O 2.95754 -0.50673 -1.93139
O 4.43206 1.11040 -0.51672
H 1.16156 0.42407 -2.56218
O 4.17159 -1.24011 0.20893
H -3.27969 -1.19783 -4.22043
H -2.57877 -0.17039 -2.24372
C 0.98851 2.59391 -0.96069
H -3.95129 1.57328 0.98697
H -2.56081 2.67478 1.59514
H -1.35377 -1.25068 1.34086
H -1.31251 1.14803 4.11057
C -2.86316 1.54259 1.48184
H -0.93950 0.20943 -3.04327
H -0.78531 -2.73788 -2.19667
H 2.62026 2.58409 0.56731
H 1.16065 -0.71321 -4.98141
H 0.17069 1.99691 -1.52282
C 0.61869 -1.32857 -1.01835
C 0.38329 4.15367 -0.90913
C 1.01490 -1.97036 1.51049
I 0.41636 3.12176 2.02684
H 0.29184 -2.88902 1.25832
C -0.76826 -2.14971 3.86448
C 0.65845 -0.65971 0.51370
C -0.77450 -0.22167 1.13794
H -2.09146 -2.62697 -3.93192
O -3.05894 0.83234 2.76245
H -0.74627 4.19297 -0.58266
C -2.42132 1.53100 3.88800
H -2.63902 0.00003 -0.11660
C -0.85760 -1.70413 -1.59574
H 2.65533 -1.66154 3.54576
N 2.49009 0.51894 2.07633
H 0.54746 -2.65396 -3.90938
C 0.70001 -1.87831 3.11283
H -1.53236 1.50447 -0.34674
```

Computed properties:
Largest force on an atom   8.922 eV/Å
Total energy   -2885.9068 Eh

---

# 2
DFT (the ωB97M-V functional and the def2-TZVPD basis) results for an isolated molecule of C6H8N2O.

The geometry in XYZ format:
```
17
Properties=species:S:1:pos:R:3
C -1.31467 0.41306 0.95944
C 2.53725 -1.10833 -0.07129
H 0.79885 -0.76357 1.42852
H 3.12875 -0.96662 -2.05306
H -2.68795 1.84715 0.99991
C 1.24918 -0.15318 -1.63983
H -3.28685 0.53552 1.78198
N 1.21739 -0.67643 0.50548
C 2.49813 -0.87687 -1.39283
N -0.79499 0.36399 -0.26490
O -0.80775 0.09996 1.98960
C -2.73738 0.92100 0.97722
H -3.37879 0.61929 -0.05750
C 0.49809 -0.09081 -0.48718
H -0.93081 1.33738 -0.84302
H 3.22448 -1.78307 0.78441
H 0.78706 0.28153 -2.61695
```

Computed properties:
SMILES   CC(=O)Nc1ccc[nH]1
Largest force on an atom   10.084 eV/Å
Relative energy (zero: lowest compared OMol25 entry of this formula, charge and spin)   290.9 kJ/mol
Total energy   -418.0725 Eh

---

# 3
DFT (the ωB97M-V functional and the def2-TZVPD basis) results for the ion C5H6N with charge +1.

The geometry in XYZ format:
```
12
Properties=species:S:1:pos:R:3
H -0.21898 1.57553 -1.57490
C -0.75266 0.97215 -0.86765
H -1.01116 -0.93284 -2.46493
C -0.17985 0.80571 0.45295
H -0.14081 1.66914 1.21295
C 1.10581 -0.99929 1.58525
C 0.42520 -0.49701 0.49569
N 0.27418 -1.14345 -0.79042
H 2.00943 -1.72576 1.68172
C -0.53430 -0.54718 -1.52991
H -1.75845 1.44644 -0.85008
H 0.78159 -0.62344 2.64932
```

Computed properties:
Largest force on an atom   3.271 eV/Å
Relative energy (zero: lowest compared OMol25 entry of this formula, charge and spin)   363.2 kJ/mol
Charge   +1
Total energy   -248.4774 Eh

---

# 4
DFT (the ωB97M-V functional and the def2-TZVPD basis) results for a structure of composition C4H9N3O.

The geometry in XYZ format:
```
17
Properties=species:S:1:pos:R:3
H 0.85592 2.00728 -0.96022
H -1.04244 2.44545 1.70606
N 0.84039 0.17135 0.03240
H -0.46876 -0.67004 2.17967
C -1.02506 0.11031 1.68976
H -2.13903 -0.15160 1.36529
H 2.32920 0.33983 -1.52958
H 2.71481 1.54160 0.55033
O -1.36522 -1.23385 -1.34063
C 1.78011 1.14916 -0.51385
H 1.80362 -1.51985 -1.03660
H 0.45086 1.60234 2.26398
C 0.74488 -0.99707 -0.74285
N -0.37544 0.68807 0.45613
C -0.47562 1.56785 1.59668
N -0.21323 -1.75920 -1.21282
H -1.49027 -0.40726 -0.92237
```

Computed properties:
Largest force on an atom   5.916 eV/Å
Relative energy (zero: lowest compared OMol25 entry of this formula, charge and spin)   958.2 kJ/mol
Total energy   -396.9857 Eh

---

# 5
DFT (the ωB97M-V functional and the def2-TZVPD basis) results for a structure of composition C22H22BrCoO2S2SbSe4.

The geometry in XYZ format:
```
55
Properties=species:S:1:pos:R:3
C 1.24753 0.29393 5.75552
H 3.59756 -3.67537 0.32699
O 1.99524 -0.57833 -0.34757
H 4.54636 -2.07247 2.03031
H -1.44128 -2.38961 1.53930
C 5.59428 1.27225 0.69452
C 6.83992 0.67220 0.56325
H 3.22805 -0.83696 3.54155
H 0.98250 -2.76081 2.79280
C 3.02364 -2.83346 0.72216
Se -2.19275 3.02624 2.73510
C -0.94684 -4.24689 0.62270
H 0.53866 -4.59547 -2.40156
C 5.80582 -1.31862 -0.29476
C 3.51382 -2.42407 2.10289
H 1.05040 -0.65582 6.24048
Se -2.70143 4.44369 -1.11023
Se -2.39809 0.36425 -0.42227
H 1.58020 -2.37142 4.41525
C 1.40513 -1.96675 3.41563
Sb -1.81326 2.70209 0.34087
H 2.16275 1.17006 7.48326
C 0.87607 0.50198 4.43218
C 1.86513 1.31838 6.45216
H 5.87701 -2.32423 -0.69394
C 6.94723 -0.62319 0.06477
C 1.07955 1.71679 3.79800
C -0.97104 -2.85758 0.67926
H 1.83517 3.69594 4.02861
Br -0.30826 -6.77227 -0.57287
H -1.36589 -4.84656 1.42181
C -0.38064 -4.85652 -0.48240
H 7.92037 -1.08568 -0.04741
S 0.03195 -0.77778 3.49297
H 1.96897 -3.12842 0.71526
C 4.44264 0.58477 0.34096
C 4.56416 -0.71219 -0.13831
H 3.54158 -3.32771 2.72360
H 0.49903 -2.14806 -2.25985
C 2.64770 -1.36328 2.78117
H 3.45923 1.03703 0.42310
H 0.75910 1.86282 2.77402
H 7.73341 1.21695 0.84116
H 2.56030 3.34724 6.37490
C 0.12332 -4.10635 -1.52916
Co -0.10204 -0.11476 -0.09566
C -0.42604 -2.03262 -0.31774
H 5.51031 2.28277 1.07123
O -0.05996 -0.25044 2.11353
C 2.08815 2.54173 5.82556
C 1.69300 2.73877 4.51191
S 3.06233 -1.57728 -0.60937
H 2.32764 -0.61768 2.04826
Se 0.62946 2.22288 -0.06982
C 0.08826 -2.71968 -1.43101
```

Computed properties:
<S²>   0.79
Largest force on an atom   0.528 eV/Å
Relative energy (zero: lowest compared OMol25 entry of this formula, charge and spin)   3.9 kJ/mol
Charge   -2
Total energy   -15601.2166 Eh
2S+1   2

---

# 6
DFT (the ωB97M-V functional and the def2-TZVPD basis) results for a structure of composition C2BrClI2O.

The geometry in XYZ format:
```
7
Properties=species:S:1:pos:R:3
C -1.15074 -0.01330 -0.10647
I -2.21621 -1.85634 -0.41841
Br -1.24675 0.50785 1.75361
C 1.66441 -0.35070 0.12431
Cl 1.80557 1.33389 0.35632
O 2.50053 -1.11991 -0.15853
I -1.35681 1.49851 -1.55085
```

Computed properties:
Largest force on an atom   1.464 eV/Å
Relative energy (zero: lowest compared OMol25 entry of this formula, charge and spin)   242.1 kJ/mol
Total energy   -3780.9116 Eh

---

# 7
DFT (the ωB97M-V functional and the def2-TZVPD basis) results for a cluster of 2 separate species, C5H11NO in total.

The geometry in XYZ format:
```
18
Properties=species:S:1:pos:R:3
H 2.18046 0.84446 -0.22963
H 2.58224 0.22444 -1.92344
H -1.15670 -0.32552 2.91272
C -1.17273 -0.92036 1.97886
O -0.24761 3.79287 -2.72185
H -0.19991 -2.23638 3.24553
H -1.17918 -1.32670 -0.73872
H 0.47541 -0.63423 -2.33561
H -2.25710 -1.09881 1.91445
H 0.17116 0.73749 1.07819
C -0.40064 -0.65301 -0.39620
C 1.85816 0.31732 -1.11712
C -0.36583 -0.19375 0.93259
N -0.55693 -2.22620 2.30225
C 0.66459 -0.33309 -1.29894
H 0.18767 -2.48834 1.67506
H -0.78281 3.19836 -3.27210
H 0.19975 3.32142 -2.00606
```

Computed properties:
<S²>   0.77
Largest force on an atom   1.976 eV/Å
Relative energy (zero: lowest compared OMol25 entry of this formula, charge and spin)   141.1 kJ/mol
Charge   -1
Total energy   -327.0212 Eh
2S+1   2

---

# 8
DFT (the ωB97M-V functional and the def2-TZVPD basis) results for a cluster of 2 separate species, C10H15NO in total.

The geometry in XYZ format:
```
27
Properties=species:S:1:pos:R:3
C -1.60470 -2.85773 -1.19413
C 0.45614 -2.07563 -0.29166
C -1.08646 -3.40281 1.15392
C 0.83887 2.88141 1.54947
H -0.50626 -4.31147 1.33726
H -0.37394 -0.47275 -3.13793
H -0.94671 -2.64358 1.93726
H 3.19656 3.51109 0.48138
C -0.66803 3.02692 1.59941
H -2.25988 -2.17550 -3.11695
H 1.54481 -0.71015 -1.47448
H -1.08971 3.06632 2.58374
H 2.90966 3.01079 -1.08423
C -0.27840 -1.30549 -2.43699
C 1.31314 2.62363 0.12998
H 1.09543 -2.01559 0.58702
H 1.26270 3.89352 1.75961
H -1.09341 2.04149 1.28602
O 0.64225 2.29030 -0.82892
H -2.12385 -3.74885 1.24311
C -0.83756 -2.58592 -0.07390
N 2.59944 3.00336 -0.13874
C 0.65103 -1.33844 -1.43143
H 1.29110 2.21276 2.32518
H -0.97161 3.63118 0.76851
C -1.46348 -2.09184 -2.36539
H -2.49713 -3.45702 -1.16713
```

Computed properties:
SMILES   Cc1ccccc1.CCC(N)=O
Largest force on an atom   4.220 eV/Å
Relative energy (zero: lowest compared OMol25 entry of this formula, charge and spin)   144.2 kJ/mol
Total energy   -520.0060 Eh